39
Properties=species:S:1:pos:R:3 method="wB97M-V/def2-TZVPD" e_tot_ev=-27029.490 charge=+1 homo_lumo_gap_ev="10.08 / 2.64" spin_multiplicity=2
O 2.54925 0.09206 2.62997
H 3.47421 0.33626 2.59748
H 2.45896 -0.39787 3.44730
O -0.31390 2.37091 -1.02123
H 0.64300 2.38678 -1.03892
H -0.56832 2.22167 -1.93186
O 1.85398 0.84452 -2.63011
H 2.31798 0.73978 -1.79947
H 2.05019 0.04421 -3.11718
O -2.78746 2.89112 -0.02844
H -2.00661 2.70082 -0.54833
H -2.87006 3.84424 -0.05954
O -0.28346 -0.48012 0.14590
H 0.57250 -0.18023 0.45193
H -0.64666 0.27038 -0.32429
O 0.60958 -2.22246 -2.59068
H 1.39839 -2.67914 -2.88298
H 0.41547 -2.60299 -1.73409
O 3.40580 -1.35545 -0.73683
H 2.61257 -1.63937 -0.28253
H 3.71852 -2.14022 -1.18691
O -3.41441 0.32173 0.46125
H -4.05130 0.00717 -0.18035
H -3.20986 1.21325 0.17914
O -1.71358 -1.07758 2.99021
H -2.08713 -0.21570 2.80623
H -1.06060 -1.20789 2.30255
O -2.48602 -1.89465 -2.06754
H -1.58770 -1.56911 -2.01029
H -2.98472 -1.32764 -1.47931
O 2.40628 1.55981 0.37869
H 2.02595 2.24816 0.92437
H 2.50693 0.81341 0.96943
O -0.78787 1.56787 2.51356
H -0.86961 1.79568 1.58747
H 0.01952 1.99748 2.79602
O -0.18630 -3.28054 -0.07693
H -0.83643 -3.66135 0.51345
H -0.28710 -2.33501 0.03287


40
Properties=species:S:1:pos:R:3 method="wB97M-V/def2-TZVPD" e_tot_ev=-36002.924 charge=0 homo_lumo_gap_ev=10.74 spin_multiplicity=1
Xe 0.32233 0.23903 -0.58877
O -3.78335 -0.30998 -2.28225
H -2.94588 -0.75473 -2.41291
H -4.43840 -0.93664 -2.58956
O -1.43474 -1.70874 -2.71355
H -0.77588 -1.52337 -3.38271
H -1.06716 -2.43468 -2.20945
O 0.13468 -3.85013 -2.06165
H 0.82286 -3.60335 -2.67950
H 0.50046 -3.64610 -1.20095
O -3.34385 -2.02407 0.16323
H -3.68892 -2.61064 -0.50989
H -3.31526 -1.16527 -0.25853
O 0.55480 -3.63460 0.60355
H -0.17113 -3.06233 0.85206
H 0.21503 -4.52084 0.72751
O -1.59140 1.12910 2.32795
H -0.89459 1.78189 2.39547
H -2.24891 1.53731 1.76469
O -1.19230 -1.86628 1.95631
H -1.11451 -0.91964 1.83777
H -1.86671 -2.13181 1.33108
O -0.07704 3.29663 0.72365
H -0.66801 4.03923 0.84832
H 0.63482 3.64401 0.18625
O 2.62862 -0.01588 2.38054
H 2.97426 0.02590 3.27218
H 2.39241 -0.93529 2.25755
O 1.05654 2.66446 3.02180
H 1.58489 1.91245 2.75431
H 0.64697 2.97007 2.21243
O 4.32940 1.09782 -2.22014
H 5.24098 1.38685 -2.17891
H 3.98141 1.27592 -1.34641
O 3.48499 1.76124 0.41049
H 3.31801 1.02288 0.99630
H 4.03866 2.35212 0.92093
O -1.78104 3.05130 -1.83002
H -1.30384 3.08445 -1.00092
H -1.15908 3.38170 -2.47828


40
Properties=species:S:1:pos:R:3 method="wB97M-V/def2-TZVPD" e_tot_ev=-27044.833 charge=+1 homo_lumo_gap_ev=10.23 spin_multiplicity=1
O -2.73815 0.38826 0.24746
H 3.16997 0.27907 -3.16091
H 1.24330 4.60799 -0.45766
O -0.60209 1.79989 -1.93931
H 2.85126 1.76567 -2.60957
H -1.35259 -2.10843 3.93084
O 3.48492 -0.32721 -0.60032
H -0.21526 1.28564 -2.62098
O -1.58500 -1.29232 3.70182
H 1.13018 4.17537 0.96386
H -1.16536 -0.83813 4.37781
O 0.59509 4.42113 0.20468
H -3.07990 1.34072 0.21956
H -1.34334 -1.69208 -2.08196
O -0.55373 -2.08870 -1.63161
H -2.01920 0.34262 1.09766
H 0.11387 -1.45807 -1.27687
O -0.76650 0.48645 1.77922
H 1.82262 -0.37302 -0.38877
H -0.43401 -0.40315 1.69366
O -1.97316 -0.35890 -3.25985
H -2.63290 -0.39081 -3.87967
H -0.21273 1.02027 1.13033
O 0.09146 -2.08304 0.93611
H -2.72148 -0.35808 2.85763
H -0.00507 -2.72202 0.07978
O 2.50102 -1.77995 1.83347
H 3.11660 -2.04821 1.04366
H 2.56839 -2.51891 2.53409
O 2.84074 1.20507 -3.32072
H -1.04780 -0.99386 -3.50855
H -3.59636 -0.15859 0.62525
O -3.34954 0.27370 2.29594
H 0.90637 -1.66590 1.10516
H 0.70785 0.23381 -0.90352
O 1.08968 0.10946 0.03797
H 3.89217 0.35574 -0.91245
H -1.55553 1.55119 -2.16691
H -3.12658 1.18520 2.54530
H 3.95082 -1.16787 -0.52161


41
Properties=species:S:1:pos:R:3 method="wB97M-V/def2-TZVPD" e_tot_ev=-29105.163 charge=-1 homo_lumo_gap_ev=8.08 spin_multiplicity=1
O 2.55805 0.86595 0.05221
H -1.00478 -0.06551 -0.61727
O -2.67439 1.83057 0.33911
H 1.99253 -0.40258 0.13275
H 4.52462 -2.07767 -1.12708
O -3.40683 1.84610 -2.58515
H 3.08131 -1.60568 -1.15900
H 2.65973 -1.71432 2.12747
O 2.32127 -2.05879 3.00950
H 2.35187 2.07622 1.30257
H 2.02102 -2.95937 2.86160
O 1.67342 2.63382 1.83145
H 0.28069 -1.58486 1.75670
H -2.07276 2.55980 0.53663
O 1.60557 -1.39128 0.41757
H -1.65963 -0.58990 -1.80042
H -3.12147 -1.08870 0.39559
O -0.50307 -1.01576 1.99954
H -2.46784 -0.94815 3.24544
H 1.23446 -1.91421 -0.29529
O 3.61549 -2.40302 -1.06325
H -2.83665 1.86258 -1.82646
H 3.17445 1.84777 -3.67185
O -2.75421 -0.51616 4.04589
H -2.36739 0.30118 4.36087
H -2.96144 1.69750 -3.41728
O 1.17937 1.23427 -2.22092
H 0.74319 0.38329 -2.05239
H 0.92143 1.72606 -1.43310
O -2.99281 -0.54686 1.21572
H -0.26690 -0.93737 2.93376
H 3.50895 1.25143 -2.30951
O -0.76274 -0.37787 -1.50200
H -3.91328 -0.18622 -1.87597
H -2.11216 -0.87380 1.52575
O 3.92066 1.61528 -3.11652
H 0.85906 2.20454 1.55113
H 3.45231 0.51781 0.15582
O -3.74314 -1.17050 -1.93135
H -2.48588 1.23837 1.08513
H -3.57208 -1.26396 -2.87738


42
Properties=species:S:1:pos:R:3 method="wB97M-V/def2-TZVPD" e_tot_ev=-29118.253 charge=0 homo_lumo_gap_ev=10.59 spin_multiplicity=1
H -0.72079 -0.41228 0.21761
H -0.33654 0.67236 -0.77534
H 0.25017 3.48680 -0.00553
H 1.59766 2.81072 0.18739
H -1.79272 -3.22660 -1.39612
H -1.34571 -2.58356 -0.09354
H 1.25161 3.84591 -4.27584
H 1.84379 2.95947 -3.19251
H -2.41882 0.64454 -3.34968
H -1.23337 -0.27834 -3.11938
H 1.64251 -0.48241 -1.81386
H 0.69599 -0.55233 -3.00098
H 3.78225 0.40298 1.35586
H 4.88540 1.25988 0.75684
H 0.41032 2.18642 3.13735
H 0.36690 0.71319 3.50849
H 2.27035 -3.51974 0.16408
H 3.13875 -4.70848 0.54199
H -3.05520 -1.28791 0.91979
H -3.79289 -0.95870 -0.36764
H -2.41412 4.30130 1.82831
H -1.74234 3.05601 1.27334
H -0.49844 -5.18156 2.41042
H -1.31156 -3.90356 2.28554
H -0.14592 -2.08899 2.37583
H 0.62616 -2.07140 3.68489
H -1.06046 1.32285 -2.10871
H -1.74774 2.34193 -1.21474
O 0.01252 0.15840 -0.03847
O 0.71218 2.65514 -0.16005
O -1.03655 -2.79635 -0.98130
O 1.75289 3.88286 -3.45343
O -1.66238 0.25225 -3.80012
O 1.46646 -0.07689 -2.67033
O 4.56830 0.90658 1.59565
O -0.19081 1.49626 3.43951
O 2.69888 -3.93827 0.91919
O -2.97208 -0.77993 0.10490
O -2.33848 3.35107 1.97087
O -1.22170 -4.78683 1.91036
O -0.20799 -2.36094 3.29843
O -1.47439 2.19309 -2.12694


42
Properties=species:S:1:pos:R:3 method="wB97M-V/def2-TZVPD" e_tot_ev=-29119.703 charge=0 homo_lumo_gap_ev=10.08 spin_multiplicity=1
O 1.95891 0.26140 -1.98268
H 2.80239 0.08518 -2.34996
H 2.06342 1.15750 -1.82353
O -0.98896 -2.92074 0.51378
H -1.51809 -2.59186 -0.20786
H -0.88369 -3.89093 0.36283
O 1.57403 1.84554 2.12184
H 1.21594 2.20466 2.94246
H 1.49516 0.88440 2.18357
O -2.30205 -1.61919 2.51902
H -1.74942 -1.83452 1.77939
H -1.60356 -1.23882 3.09872
O 1.26597 -2.26945 -0.60847
H 0.41013 -2.59985 -0.27317
H 1.17073 -2.29109 -1.53941
O -0.61474 3.56385 0.55026
H -0.92470 3.46797 -0.36406
H -0.96788 2.76836 1.01238
O -2.28764 -1.91001 -1.45541
H -2.58428 -2.11308 -2.35155
H -2.55197 -1.00357 -1.42775
O 1.76711 2.89164 -0.99188
H 2.68865 3.04343 -0.86862
H 1.49506 2.52166 -0.15846
O -1.79560 1.78093 2.11369
H -2.59996 1.43292 1.83092
H -1.37315 1.12122 2.69459
O 3.65734 -0.21091 0.10422
H 2.86851 -0.14527 -0.42559
H 4.25452 -0.78456 -0.41851
O -0.26014 0.00324 -3.26217
H 0.44169 -0.03035 -2.61206
H -0.72262 -0.76696 -3.06280
O 0.98952 -1.16717 2.17495
H 0.87715 -2.10249 2.34262
H 0.66932 -0.96973 1.33489
O -2.45092 0.75617 -1.05260
H -2.09646 1.49439 -1.49541
H -3.13695 1.14450 -0.54041
O -0.04721 0.09445 0.24789
H -0.81917 0.22316 -0.30646
H 0.61363 -0.28603 -0.34922


Copy entry 4 word for word.
41
Properties=species:S:1:pos:R:3 method="wB97M-V/def2-TZVPD" e_tot_ev=-29105.163 charge=-1 homo_lumo_gap_ev=8.08 spin_multiplicity=1
O 2.55805 0.86595 0.05221
H -1.00478 -0.06551 -0.61727
O -2.67439 1.83057 0.33911
H 1.99253 -0.40258 0.13275
H 4.52462 -2.07767 -1.12708
O -3.40683 1.84610 -2.58515
H 3.08131 -1.60568 -1.15900
H 2.65973 -1.71432 2.12747
O 2.32127 -2.05879 3.00950
H 2.35187 2.07622 1.30257
H 2.02102 -2.95937 2.86160
O 1.67342 2.63382 1.83145
H 0.28069 -1.58486 1.75670
H -2.07276 2.55980 0.53663
O 1.60557 -1.39128 0.41757
H -1.65963 -0.58990 -1.80042
H -3.12147 -1.08870 0.39559
O -0.50307 -1.01576 1.99954
H -2.46784 -0.94815 3.24544
H 1.23446 -1.91421 -0.29529
O 3.61549 -2.40302 -1.06325
H -2.83665 1.86258 -1.82646
H 3.17445 1.84777 -3.67185
O -2.75421 -0.51616 4.04589
H -2.36739 0.30118 4.36087
H -2.96144 1.69750 -3.41728
O 1.17937 1.23427 -2.22092
H 0.74319 0.38329 -2.05239
H 0.92143 1.72606 -1.43310
O -2.99281 -0.54686 1.21572
H -0.26690 -0.93737 2.93376
H 3.50895 1.25143 -2.30951
O -0.76274 -0.37787 -1.50200
H -3.91328 -0.18622 -1.87597
H -2.11216 -0.87380 1.52575
O 3.92066 1.61528 -3.11652
H 0.85906 2.20454 1.55113
H 3.45231 0.51781 0.15582
O -3.74314 -1.17050 -1.93135
H -2.48588 1.23837 1.08513
H -3.57208 -1.26396 -2.87738